Record 1
C58H129BN3O20 | the ωB97M-V functional and the def2-TZVPD basis

Each line ends with the Löwdin charge.
Positions of all 211 atoms, in Å:
O: -1.55 -3.13 -0.36  0.1108
C: -1.28 -1.97 -0.06  -0.3176
O: -1.03 -0.96 -0.89  0.2288
B: -0.68 0.23 -0.12  -0.8861
O: -0.84 -0.13 1.29  0.2277
C: -1.21 -1.39 1.41  -0.3316
O: -1.31 -2.05 2.46  0.1111
O: -1.48 1.41 -0.49  0.2010
C: -0.66 2.40 -0.96  -0.2642
O: -0.97 3.54 -1.29  0.1155
C: 0.82 1.80 -0.89  -0.3497
O: 0.75 0.61 -0.41  0.2355
O: 1.82 2.40 -1.26  0.0816
C: -1.04 -7.18 2.15  -0.0537
C: -1.36 -5.73 1.98  -0.4368
C: -2.23 -5.21 3.17  -0.0332
O: -0.12 -4.99 1.89  -0.0783
H: -0.57 -7.36 3.12  0.0909
H: -0.24 -7.53 1.49  0.0529
H: -1.83 -7.90 1.93  0.0866
H: -1.91 -5.57 1.05  0.1302
H: -2.54 -4.21 2.88  0.0523
H: -1.64 -5.11 4.08  0.0809
H: -3.16 -5.73 3.41  0.0766
H: -0.28 -4.06 1.73  0.0589
C: 3.83 -0.81 -3.52  -0.0438
C: 2.61 -0.08 -4.04  -0.4876
C: 1.26 -0.69 -3.58  -0.0180
O: 2.69 1.25 -3.69  -0.0475
H: 4.81 -0.43 -3.84  0.0859
H: 3.66 -1.86 -3.75  0.0605
H: 3.86 -0.79 -2.43  0.0625
H: 2.57 -0.24 -5.12  0.1394
H: 1.13 -1.67 -4.05  0.0791
H: 0.39 -0.06 -3.77  0.0811
H: 1.36 -0.87 -2.51  0.0577
H: 2.42 1.32 -2.77  0.0536
C: -0.06 1.73 4.34  -0.0321
C: 0.95 2.38 3.35  -0.4439
C: 0.34 3.55 2.57  -0.0415
O: 2.00 2.88 4.18  -0.0586
H: 0.44 0.85 4.72  0.0669
H: -0.94 1.36 3.81  0.0539
H: -0.43 2.38 5.14  0.0811
H: 1.43 1.63 2.72  0.1299
H: -0.41 3.18 1.86  0.0668
H: 1.02 4.09 1.91  0.0594
H: -0.12 4.25 3.26  0.0837
H: 2.84 2.58 3.84  0.0629
C: 0.04 6.14 0.43  -0.0675
C: -0.50 6.91 -0.77  -0.4561
C: 0.58 7.18 -1.83  -0.0471
O: -1.56 6.12 -1.32  -0.0739
H: 0.90 6.63 0.89  0.0866
H: 0.33 5.14 0.13  0.0552
H: -0.67 5.96 1.24  0.0705
H: -0.93 7.84 -0.39  0.1304
H: 0.15 7.88 -2.55  0.0720
H: 0.95 6.33 -2.41  0.0608
H: 1.39 7.72 -1.34  0.0670
H: -1.40 5.19 -1.16  0.0117
C: -7.11 -2.14 1.93  -0.0731
C: -6.20 -1.59 0.89  -0.4766
C: -4.68 -1.49 1.18  -0.0294
O: -6.47 -2.21 -0.36  -0.0342
H: -8.16 -2.32 1.73  0.0811
H: -7.07 -1.55 2.85  0.0720
H: -6.88 -3.16 2.29  0.0780
H: -6.44 -0.52 0.85  0.1180
H: -4.43 -1.69 2.22  0.0757
H: -4.26 -0.53 0.86  0.0665
H: -4.05 -2.29 0.78  0.0728
H: -6.39 -3.15 -0.14  0.0847
C: -3.18 0.65 -3.42  -0.0395
C: -4.23 0.05 -2.44  -0.4985
C: -5.04 1.15 -1.81  -0.0339
O: -4.91 -1.01 -3.03  -0.0389
H: -3.73 1.07 -4.27  0.0803
H: -2.45 -0.05 -3.82  0.0675
H: -2.57 1.43 -2.97  0.0527
H: -3.58 -0.42 -1.69  0.1137
H: -5.68 0.74 -1.03  0.0598
H: -5.74 1.64 -2.49  0.0847
H: -4.39 1.89 -1.33  0.0725
H: -4.28 -1.74 -3.05  0.0356
C: -2.39 -3.04 -5.25  -0.0441
C: -2.67 -3.93 -3.99  -0.4096
C: -1.33 -4.53 -3.47  -0.0611
O: -3.04 -3.04 -2.94  -0.0736
H: -2.05 -3.56 -6.14  0.0677
H: -1.61 -2.29 -5.06  0.0698
H: -3.36 -2.69 -5.61  0.0761
H: -3.36 -4.74 -4.23  0.1317
H: -0.92 -5.22 -4.21  0.0774
H: -1.54 -5.11 -2.57  0.0805
H: -0.55 -3.77 -3.32  0.0701
H: -2.57 -3.26 -2.13  0.0476
C: 3.42 -4.05 3.57  -0.0635
C: 2.32 -3.44 4.46  -0.4487
C: 1.81 -2.14 3.83  -0.0522
O: 1.21 -4.38 4.49  -0.0749
H: 3.93 -4.88 4.06  0.0722
H: 4.14 -3.33 3.20  0.0719
H: 3.01 -4.53 2.68  0.0567
H: 2.68 -3.33 5.48  0.1332
H: 1.28 -2.37 2.91  0.0648
H: 2.59 -1.38 3.74  0.0817
H: 1.10 -1.82 4.59  0.0814
H: 0.87 -4.43 3.59  0.0301
C: -0.14 4.49 -4.47  -0.0474
C: -0.49 3.04 -4.85  -0.4845
C: -1.65 3.03 -5.89  -0.0567
O: 0.58 2.38 -5.48  -0.0458
H: 0.29 4.98 -5.34  0.0845
H: 0.58 4.41 -3.66  0.0581
H: -0.98 5.04 -4.05  0.0797
H: -0.83 2.51 -3.96  0.1037
H: -1.96 2.05 -6.25  0.0695
H: -1.53 3.76 -6.68  0.0730
H: -2.53 3.34 -5.33  0.0681
H: 1.16 2.03 -4.79  0.0422
C: 2.18 -3.36 -0.93  -0.0108
C: 2.98 -4.60 -1.31  -0.4840
C: 4.43 -4.37 -0.91  -0.1349
C: 5.35 -5.61 -0.92  -0.1890
C: 4.82 -6.66 0.03  -0.1495
C: 3.37 -7.00 -0.31  -0.4983
N: 2.56 -5.78 -0.46  -0.1002
O: 1.21 -6.02 -0.61  -0.0165
C: 3.26 -7.88 -1.54  -0.0369
C: 2.86 -7.79 0.92  -0.0293
C: 2.90 -4.86 -2.80  -0.0241
H: 1.17 -3.42 -1.34  0.0739
H: 2.60 -2.42 -1.28  0.0677
H: 2.11 -3.31 0.16  0.0849
H: 4.92 -3.60 -1.50  0.1199
H: 4.42 -4.05 0.14  0.1136
H: 6.40 -5.41 -0.70  0.1112
H: 5.36 -6.01 -1.93  0.0946
H: 4.94 -6.21 1.02  0.1183
H: 5.52 -7.49 -0.09  0.1236
H: 3.53 -8.93 -1.46  0.0822
H: 2.21 -7.92 -1.83  0.0849
H: 3.83 -7.52 -2.41  0.0653
H: 3.61 -8.54 1.17  0.0842
H: 2.76 -7.11 1.77  0.0790
H: 1.86 -8.21 0.89  0.0657
H: 1.91 -5.26 -3.06  0.0822
H: 3.64 -5.49 -3.29  0.0707
H: 3.04 -3.96 -3.40  0.0639
H: 0.86 -5.84 0.27  0.0605
C: -7.31 2.67 4.80  -0.0631
C: -5.86 2.83 4.49  -0.5007
C: -5.40 1.41 3.99  -0.1010
C: -4.01 1.42 3.29  -0.1682
C: -3.96 2.39 2.12  -0.1220
C: -4.40 3.80 2.58  -0.4842
N: -5.65 3.75 3.35  -0.1029
O: -6.28 5.00 3.56  -0.0184
C: -3.21 4.45 3.29  -0.0239
C: -4.69 4.56 1.27  -0.0297
C: -5.02 3.24 5.73  -0.0194
H: -7.68 3.55 5.33  0.0822
H: -7.55 1.80 5.41  0.0880
H: -7.93 2.57 3.91  0.0890
H: -5.29 0.87 4.94  0.1161
H: -6.14 0.95 3.34  0.1061
H: -3.77 0.41 2.95  0.0811
H: -3.18 1.62 3.97  0.0864
H: -4.59 2.02 1.30  0.1070
H: -2.92 2.49 1.81  0.1083
H: -2.38 4.56 2.60  0.0597
H: -3.47 5.39 3.78  0.0889
H: -2.80 3.89 4.13  0.0596
H: -3.90 4.65 0.53  0.0838
H: -5.45 4.02 0.70  0.0801
H: -5.07 5.55 1.48  0.0773
H: -5.48 2.94 6.68  0.0760
H: -5.08 4.33 5.83  0.0784
H: -3.96 3.00 5.71  0.0652
H: -7.04 4.92 2.98  0.1000
C: 4.89 1.31 -0.33  -0.0297
C: 5.50 2.54 0.35  -0.4760
C: 6.99 2.67 -0.03  -0.1617
C: 7.24 3.23 -1.36  -0.2229
C: 6.64 4.61 -1.52  -0.1340
C: 5.08 4.60 -1.21  -0.4466
N: 4.89 3.86 0.09  -0.1073
O: 3.57 3.88 0.43  -0.0205
C: 4.63 6.09 -1.05  -0.0241
C: 4.37 3.99 -2.45  -0.0204
C: 5.37 2.26 1.88  -0.0276
H: 3.82 1.19 -0.13  0.0729
H: 5.41 0.38 -0.15  0.0915
H: 4.92 1.41 -1.42  0.0574
H: 7.44 3.39 0.65  0.1231
H: 7.52 1.75 0.21  0.1226
H: 6.90 2.60 -2.19  0.1105
H: 8.31 3.25 -1.57  0.1139
H: 6.86 4.89 -2.55  0.1110
H: 7.14 5.36 -0.91  0.1130
H: 4.97 6.33 -0.04  0.0828
H: 5.11 6.71 -1.81  0.0815
H: 3.54 6.21 -1.02  0.0606
H: 3.31 4.18 -2.29  0.0690
H: 4.67 4.57 -3.33  0.0878
H: 4.66 2.95 -2.59  0.0566
H: 5.82 2.99 2.55  0.0861
H: 5.88 1.31 2.09  0.0817
H: 4.33 2.17 2.18  0.0576
H: 3.15 3.18 -0.09  0.0465

The LUMO energy is 1.74 eV. As for the spin multiplicity: 1. As for the net charge: -1. The HOMO energy is -6.5 eV. Its total energy is -3981.3894 hartree.



Record 2
C34H50N6P2S | the ωB97M-V functional and the def2-TZVPD basis

Each line ends with the Löwdin charge.
Positions of all 93 atoms, in Å:
C: 4.16 -0.64 -1.10  -0.1175
C: 4.17 0.75 -1.75  -0.2556
C: 3.01 1.62 -1.27  -0.2214
C: 1.64 1.13 -1.78  -0.2164
C: 0.50 1.41 -0.80  -0.2048
C: 0.46 0.44 0.40  -0.1866
C: -0.89 -0.23 0.70  -0.2407
C: -1.80 -0.60 -0.47  -0.3711
P: -1.12 -1.67 -1.79  0.7123
C: -0.30 -2.98 -0.72  -0.4396
N: -1.28 -3.78 0.03  -0.0384
P: -2.07 -0.33 -3.58  0.0946
S: -2.06 -1.39 -5.24  -0.0644
H: 5.17 -1.05 -1.06  0.0644
H: 3.53 -1.36 -1.63  0.0506
H: 3.80 -0.56 -0.07  0.0547
H: 5.11 1.26 -1.52  0.0986
H: 4.13 0.65 -2.84  0.1068
H: 3.00 1.63 -0.18  0.1065
H: 3.16 2.65 -1.59  0.1089
H: 1.42 1.60 -2.74  0.1123
H: 1.69 0.05 -1.97  0.0805
H: -0.45 1.39 -1.33  0.0787
H: 0.61 2.43 -0.42  0.0886
H: 0.75 0.98 1.31  0.1099
H: 1.23 -0.33 0.26  0.0931
H: -0.72 -1.12 1.32  0.1004
H: -1.48 0.45 1.33  0.0964
H: -2.21 0.30 -0.94  0.0439
H: -2.65 -1.17 -0.09  0.0530
H: -1.95 -2.63 -2.38  0.0093
H: 0.07 -1.41 -2.49  -0.0060
H: 0.23 -3.60 -1.45  0.0426
H: 0.47 -2.54 -0.09  0.0670
H: -1.04 -3.88 1.01  0.0561
H: -2.20 -3.35 0.04  0.0019
H: -3.33 0.22 -3.23  -0.0988
H: -1.35 0.89 -3.67  -0.0949
C: -5.02 -3.06 4.04  -0.0759
C: -4.50 -1.83 3.68  -0.0597
C: -3.96 -1.68 2.41  -0.1540
N: -3.94 -2.66 1.52  0.0447
C: -4.43 -3.85 1.87  -0.1473
C: -4.98 -4.10 3.12  -0.0703
H: -5.44 -3.22 5.03  0.1050
H: -4.50 -0.99 4.37  0.1041
H: -3.57 -0.73 2.09  0.0692
H: -4.38 -4.63 1.12  0.1076
H: -5.37 -5.08 3.36  0.1011
C: -6.50 2.94 -0.31  -0.0758
C: -6.29 1.64 -0.77  -0.0700
C: -5.49 0.80 -0.02  -0.1558
N: -4.90 1.16 1.12  0.0565
C: -5.11 2.40 1.55  -0.1670
C: -5.89 3.33 0.87  -0.0688
H: -7.11 3.63 -0.87  0.1052
H: -6.74 1.29 -1.69  0.1023
H: -5.30 -0.22 -0.35  0.1011
H: -4.60 2.69 2.47  0.0894
H: -6.00 4.33 1.26  0.1017
C: 7.51 -0.01 3.96  -0.0811
C: 7.06 -1.12 3.27  -0.0723
C: 6.21 -0.93 2.19  -0.1541
N: 5.79 0.27 1.79  0.0600
C: 6.22 1.33 2.47  -0.1519
C: 7.08 1.24 3.56  -0.0740
H: 8.18 -0.12 4.81  0.1047
H: 7.37 -2.12 3.55  0.1007
H: 5.84 -1.78 1.62  0.1019
H: 5.87 2.29 2.12  0.1029
H: 7.40 2.14 4.07  0.1002
C: -0.76 6.06 1.26  -0.0738
C: -1.57 6.63 2.23  -0.0719
C: -2.61 5.88 2.76  -0.1495
N: -2.87 4.63 2.39  0.0559
C: -2.09 4.09 1.46  -0.1453
C: -1.03 4.75 0.87  -0.0618
H: 0.05 6.61 0.82  0.1064
H: -1.40 7.65 2.56  0.1009
H: -3.25 6.31 3.52  0.1035
H: -2.33 3.07 1.17  0.0924
H: -0.43 4.26 0.11  0.0838
C: 4.22 -3.34 -4.98  -0.0804
C: 4.40 -3.98 -3.77  -0.0779
C: 3.30 -4.15 -2.94  -0.1639
N: 2.08 -3.72 -3.24  0.0549
C: 1.92 -3.11 -4.41  -0.1494
C: 2.95 -2.89 -5.31  -0.0653
H: 5.05 -3.18 -5.66  0.1037
H: 5.37 -4.35 -3.46  0.0992
H: 3.41 -4.65 -1.98  0.1040
H: 0.91 -2.78 -4.64  0.0759
H: 2.75 -2.39 -6.25  0.1035

The LUMO energy is 0.63 eV. As for the spin multiplicity: 1. Its structure (SMILES) is CCCCCCCC[PH2](CN)[PH2]=S.c1ccncc1.c1ccncc1.c1ccncc1.c1ccncc1.c1ccncc1. As for the net charge: 0. The HOMO energy is -7.0 eV. Its total energy is -2734.8938 hartree.



Record 3
C11H21BaFNO6S2 | the ωB97M-V functional and the def2-TZVPD basis

Each line ends with the natural charge from an NBO analysis.
Positions of all 43 atoms, in Å:
Ba: -4.95 -0.12 -5.93  1.8439
F: -2.39 -0.10 -2.13  -0.8432
O: 2.45 -2.54 -6.22  -0.8778
S: 1.44 -3.62 -6.32  2.2828
O: 0.10 -3.28 -6.82  -0.9489
O: 2.08 -4.80 -7.33  -0.7126
C: 1.29 -5.96 -7.74  -0.0777
C: 2.09 -6.78 -8.83  -0.6194
C: 1.40 -4.55 -4.73  -0.8433
H: 0.33 -5.65 -8.16  0.1900
H: 1.13 -6.72 -6.98  0.1744
H: 2.46 -6.07 -9.57  0.2212
H: 1.46 -7.47 -9.39  0.2226
H: 2.92 -7.28 -8.33  0.2175
H: 2.32 -4.21 -4.24  0.2707
H: 1.22 -5.60 -4.92  0.2478
H: 0.52 -4.22 -4.17  0.2524
O: -0.40 -0.50 5.06  -0.8785
S: 0.95 0.13 4.97  2.3155
O: 1.02 1.52 4.66  -0.9328
O: 1.78 -0.14 6.36  -0.7146
C: 3.05 0.49 6.59  -0.0788
C: 3.23 0.52 8.06  -0.6266
C: 2.09 -0.72 3.74  -0.8649
H: 2.98 1.50 6.20  0.1995
H: 3.88 0.04 6.05  0.1769
H: 4.24 0.80 8.35  0.2203
H: 3.05 -0.45 8.52  0.2212
H: 2.53 1.21 8.52  0.2206
H: 1.52 -0.78 2.81  0.2514
H: 2.45 -1.71 4.00  0.2448
H: 2.89 -0.04 3.45  0.2457
N: -5.42 5.56 2.07  -0.4036
C: -4.23 5.85 1.46  0.0147
C: -3.57 7.05 1.57  -0.2601
C: -4.10 8.08 2.33  -0.1663
C: -5.29 7.79 2.95  -0.2603
C: -5.94 6.57 2.79  0.0245
H: -3.82 5.04 0.87  0.1964
H: -2.60 7.20 1.11  0.2179
H: -3.66 9.05 2.50  0.2219
H: -5.66 8.60 3.55  0.2166
H: -6.87 6.32 3.28  0.1981

The LUMO energy is -6.74 eV. As for the spin multiplicity: 1. As for the net charge: +1. For the energy above the lowest of the compared OMol25 structures with the same formula, charge and spin, the calculation gives 167.3 kcal/mol. The HOMO energy is -10.3 eV. Its total energy is -1859.1737 hartree.



Record 4
C5H12O2 | the ωB97M-V functional and the def2-TZVPD basis

Each line ends with the natural charge from an NBO analysis.
Positions of all 19 atoms, in Å:
C: 1.41 2.77 3.42  -0.3970
C: 0.94 2.04 2.42  -0.1618
C: -0.38 1.30 2.50  -0.5058
C: -0.72 0.62 1.20  -0.1648
C: -1.66 -0.29 0.99  -0.3944
H: 2.30 3.38 3.31  0.2020
H: 0.82 2.87 4.32  0.1882
H: 1.53 1.84 1.53  0.1956
H: -1.14 2.06 2.72  0.2263
H: -0.42 0.60 3.32  0.2258
H: -0.32 1.18 0.35  0.1921
H: -1.80 -0.76 0.03  0.2033
H: -2.38 -0.49 1.77  0.1903
O: 1.37 -1.86 -3.44  -0.9263
H: 1.92 -2.07 -4.20  0.4605
H: 1.95 -2.22 -2.76  0.4660
O: -1.22 -4.07 -5.86  -0.9267
H: -1.78 -3.36 -5.53  0.4652
H: -0.43 -3.56 -6.07  0.4615

The LUMO energy is 0.57 eV. As for the spin multiplicity: 1. Its structure (SMILES) is C=CCC=C.O.O. As for the net charge: 0. For the energy above the lowest of the compared OMol25 structures with the same formula, charge and spin, the calculation gives 59.5 kcal/mol. The HOMO energy is -9.3 eV. Its total energy is -348.1100 hartree.